{"formula": "C19H14ClN3O2Pt", "method": "ωB97M-V/def2-TZVPD", "species": ["Pt", "O", "C", "N", "C", "O", "C", "C", "C", "C", "C", "N", "C", "C", "C", "C", "C", "N", "H", "H", "H", "H", "H", "H", "H", "H", "Cl", "C", "C", "C", "C", "C", "C", "C", "H", "H", "H", "H", "H", "H"], "xyz": [[-0.06786, 0.69365, -0.38270], [2.84901, -0.72362, -3.01124], [1.92235, -0.48793, -2.27061], [1.43734, 0.71639, -1.83313], [1.87243, 1.95265, -2.21550], [2.74743, 2.27253, -2.98955], [1.06358, 3.03741, -1.49545], [1.38857, 4.37105, -1.64581], [0.58276, 5.33096, -1.05673], [-0.54417, 4.92608, -0.35627], [-0.80374, 3.57475, -0.22574], [-0.00721, 2.64813, -0.77021], [1.14465, -1.65321, -1.64776], [1.64301, -2.93879, -1.72238], [0.87349, -3.97901, -1.22342], [-0.38625, -3.70675, -0.70717], [-0.81521, -2.39211, -0.66554], [-0.05877, -1.38414, -1.10274], [2.26316, 4.61233, -2.23389], [0.81842, 6.38277, -1.15589], [-1.21770, 5.64201, 0.09424], [-1.66098, 3.20805, 0.31742], [2.61590, -3.08938, -2.16968], [1.24494, -4.99515, -1.25088], [-1.02428, -4.49204, -0.32548], [-1.78233, -2.12251, -0.26429], [-1.62816, -4.68659, 3.17689], [-1.38633, -3.01750, 2.74223], [-0.12831, -2.44836, 2.85798], [0.05448, -1.12052, 2.50828], [-0.99862, -0.33914, 2.00631], [-0.79925, 1.04415, 1.55392], [-2.26598, -0.94783, 1.92460], [-2.46342, -2.26426, 2.28774], [0.69916, -3.03829, 3.23087], [1.03915, -0.67710, 2.60753], [0.03791, 1.54184, 2.04005], [-1.71186, 1.63329, 1.60711], [-3.10360, -0.36579, 1.55435], [-3.44369, -2.71804, 2.21251]], "mulliken_charge": [0.490, -0.632, 0.227, -0.225, 0.269, -0.652, 0.350, -0.533, -0.217, -0.767, 0.028, 0.051, 0.337, -0.341, -0.371, -0.543, -0.495, -0.312, 0.458, 0.431, 0.378, 0.429, 0.464, 0.439, 0.423, 0.761, -0.239, 0.433, -0.729, -0.189, -0.058, -1.207, -0.380, -0.613, 0.435, 0.394, 0.535, 0.469, 0.310, 0.393], "molar_mass_g_mol": 546.87, "orbital_gap_ev": 6.93, "multiplicity": 1, "lumo_ev": -0.54, "fmax_ev_per_a": 1.6}

{"formula": "CH6N2P", "method": "ωB97M-V/def2-TZVPD", "species": ["C", "N", "N", "P", "H", "H", "H", "H", "H", "H"], "xyz": [[-0.39870, 0.35020, -0.13248], [-1.52413, -0.16475, 0.31549], [0.92961, 0.35086, 1.21210], [0.59988, 0.80651, -1.51936], [-1.70048, -0.40693, 1.22713], [-2.17881, -0.43571, -0.36517], [1.46315, 1.13234, 1.18435], [0.49144, 0.35259, 2.08672], [1.47393, -0.35126, -1.59846], [-0.18022, 0.41397, -2.61724]], "lowdin_spin": [0.555, 0.250, 0.883, 0.155, 0.007, 0.012, 0.036, 0.031, 0.052, 0.018], "molar_mass_g_mol": 77.05, "s_squared": 2.0075, "orbital_gap_ev": [7.41, 5.89], "multiplicity": 3, "lumo_ev": [-4.50, -8.71], "charge": 1, "fmax_ev_per_a": 4.9}

{"formula": "C23H40AsN7RhS4Sb", "method": "ωB97M-V/def2-TZVPD", "species": ["Rh", "N", "C", "N", "C", "N", "N", "C", "N", "C", "C", "C", "C", "C", "N", "H", "H", "H", "H", "H", "H", "H", "H", "S", "As", "S", "S", "S", "C", "C", "C", "N", "H", "H", "H", "H", "H", "C", "C", "C", "C", "Sb", "C", "C", "C", "C", "C", "C", "C", "C", "H", "H", "H", "H", "H", "H", "H", "H", "H", "H", "H", "H", "H", "H", "H", "H", "H", "H", "H", "H", "H", "H", "H", "H", "H", "H", "H"], "xyz": [[0.48884, -0.72177, 0.22327], [1.08215, -2.48863, -2.80272], [1.13415, -3.34030, -1.76352], [1.48985, -4.59287, -2.03949], [1.47644, -5.42601, -1.00820], [1.83102, -6.70717, -1.23380], [1.10645, -5.10939, 0.24470], [0.80615, -3.84212, 0.41111], [0.77561, -2.89839, -0.53550], [0.42431, -3.42559, 1.78418], [0.81058, -4.18186, 2.87956], [0.46035, -3.74371, 4.13939], [-0.26633, -2.56846, 4.26217], [-0.59495, -1.87735, 3.11739], [-0.26306, -2.29179, 1.88784], [1.53260, -2.80181, -3.64583], [1.14988, -1.51115, -2.57701], [2.27197, -6.92436, -2.10937], [2.01355, -7.28446, -0.43262], [1.39757, -5.07264, 2.71723], [0.76232, -4.30257, 5.01534], [-0.55431, -2.17933, 5.22873], [-1.14745, -0.94755, 3.17393], [3.78604, -2.74506, 1.25176], [3.52126, -0.67404, 0.97965], [2.46697, -0.29983, -0.96039], [1.71530, -0.01421, 2.07776], [5.16895, 0.56411, 1.25806], [-2.91703, -4.14308, 0.05296], [-3.47199, -2.78110, -0.38816], [-2.39438, -1.79711, -0.52710], [-1.54456, -1.03875, -0.65275], [-3.72220, -4.87496, 0.06903], [-2.47855, -4.07686, 1.04773], [-2.14389, -4.48666, -0.63405], [-4.19068, -2.39647, 0.33566], [-3.97600, -2.85752, -1.35145], [-2.00832, 2.30239, 1.97976], [-1.96390, 2.56339, 0.47129], [-2.99719, 1.68103, -0.21893], [-2.29409, 4.02693, 0.18782], [0.06018, 1.92643, -0.18640], [0.03176, 2.20028, -2.38664], [1.44654, 2.43004, -2.90971], [-0.53917, 0.90706, -2.95964], [-0.84344, 3.38032, -2.80783], [1.48150, 3.45490, 0.59054], [1.00581, 4.85142, 0.20114], [1.55131, 3.34422, 2.11185], [2.86313, 3.17549, 0.00583], [-3.03723, 2.42897, 2.33976], [-1.38061, 2.99846, 2.53361], [-1.68896, 1.28564, 2.22761], [-3.99565, 1.97543, 0.12946], [-2.85441, 0.63669, 0.02030], [-2.98456, 1.79146, -1.30445], [-3.30817, 4.22272, 0.55852], [-2.28202, 4.26813, -0.87082], [-1.62562, 4.71291, 0.69881], [2.16716, 1.70842, -2.53016], [1.80124, 3.43089, -2.66637], [1.42341, 2.34444, -4.00332], [0.00076, 0.03957, -2.59259], [-0.45888, 0.92433, -4.05326], [-1.58790, 0.76503, -2.69737], [-0.58735, 4.30227, -2.28741], [-1.90568, 3.18255, -2.66112], [-0.68807, 3.56005, -3.87858], [0.16641, 5.18270, 0.80615], [0.73205, 4.93593, -0.85186], [1.83319, 5.54670, 0.38058], [0.57427, 3.40692, 2.59065], [2.15910, 4.17955, 2.48077], [2.02639, 2.42344, 2.41976], [2.95168, 3.51297, -1.02325], [3.14879, 2.12996, 0.05408], [3.59961, 3.72077, 0.60598]], "mulliken_charge": [-0.176, -0.115, -0.157, -0.719, 0.235, -0.350, -0.531, -0.253, 1.834, 0.055, -0.712, -0.629, -0.670, -0.455, 0.908, 0.305, -0.207, 0.258, 0.256, 0.498, 0.445, 0.453, 0.119, -0.481, 0.304, -0.497, -0.373, -0.448, -0.885, -0.641, -0.062, 0.372, 0.435, 0.137, 0.258, 0.345, 0.344, -1.971, 1.740, -1.828, -1.698, 1.514, 2.080, -1.894, -1.552, -1.868, 1.600, -1.763, -1.495, -1.401, 0.478, 0.362, 0.237, 0.579, 0.134, 0.273, 0.540, 0.247, 0.260, 0.251, 0.373, 0.589, 0.194, 0.577, 0.183, 0.307, 0.326, 0.557, 0.313, 0.243, 0.564, 0.215, 0.490, 0.297, 0.260, -0.039, 0.524], "molar_mass_g_mol": 842.48, "orbital_gap_ev": [5.95, 5.95], "multiplicity": 1, "lumo_ev": [-0.62, -0.62], "fmax_ev_per_a": 1.4}

{"formula": "C36H76N7O15V", "method": "ωB97M-V/def2-TZVPD", "species": ["O", "V", "O", "N", "O", "O", "O", "N", "O", "O", "O", "N", "O", "O", "O", "C", "C", "C", "C", "C", "C", "N", "O", "C", "C", "C", "H", "H", "H", "H", "H", "H", "H", "H", "H", "H", "H", "H", "H", "H", "H", "H", "H", "H", "H", "C", "C", "C", "C", "C", "C", "N", "O", "C", "C", "C", "H", "H", "H", "H", "H", "H", "H", "H", "H", "H", "H", "H", "H", "H", "H", "H", "H", "H", "H", "C", "C", "C", "C", "C", "C", "N", "O", "C", "C", "C", "H", "H", "H", "H", "H", "H", "H", "H", "H", "H", "H", "H", "H", "H", "H", "H", "H", "H", "H", "C", "C", "C", "C", "C", "C", "N", "O", "C", "C", "C", "H", "H", "H", "H", "H", "H", "H", "H", "H", "H", "H", "H", "H", "H", "H", "H", "H", "H", "H"], "xyz": [[0.57878, 0.74603, 1.79117], [-0.21659, -0.69970, 1.62982], [-0.29051, -1.02587, 0.04674], [-0.95140, -0.91334, 4.95039], [-0.93969, -0.59557, 3.77560], [-0.39414, -0.20248, 5.76409], [-1.09665, -2.09912, 5.22270], [1.91979, -1.93477, 3.80805], [1.69771, -1.64662, 2.62890], [2.42990, -1.14469, 4.60612], [1.73687, -3.08300, 4.10376], [-1.70421, -3.74307, 2.39531], [-1.40173, -2.59298, 2.06553], [-0.93223, -4.57010, 2.86477], [-2.92335, -3.98555, 2.45066], [-0.96883, 2.82061, 0.33308], [-2.43455, 2.61554, 0.28193], [-2.95907, 3.00137, -1.11404], [-4.36048, 2.59246, -1.45226], [-4.26437, 1.09078, -1.38420], [-4.05995, 0.55478, 0.03394], [-2.82688, 1.18268, 0.51612], [-2.25075, 0.76266, 1.72546], [-5.22452, 0.89634, 0.91109], [-3.95777, -0.99820, 0.01919], [-3.16893, 3.47076, 1.33906], [-0.27934, 2.26303, -0.30080], [-0.60936, 2.88924, 1.35980], [-0.73067, 3.87324, 0.18030], [-2.86321, 4.08610, -1.16165], [-2.21527, 2.64953, -1.82894], [-4.54019, 3.00360, -2.44562], [-5.05882, 3.13535, -0.81532], [-3.45660, 0.79431, -2.05332], [-5.13667, 0.66136, -1.87693], [-5.33495, 1.96432, 1.09900], [-6.21346, 0.60351, 0.55843], [-5.26886, 0.36889, 1.86394], [-4.93779, -1.41016, -0.22154], [-3.16940, -1.35898, -0.64143], [-3.60417, -1.27528, 1.01231], [-2.94303, 3.04829, 2.31814], [-4.25394, 3.56381, 1.29225], [-2.83831, 4.50211, 1.46197], [-2.95756, 0.75537, 2.37505], [-0.14641, -4.06079, -3.97858], [0.71253, -5.22548, -3.27979], [1.35489, -4.59954, -2.06017], [0.32420, -4.27201, -0.94167], [-0.46062, -5.55002, -0.51170], [-1.05925, -6.42816, -1.69245], [-0.17359, -6.37777, -2.85036], [-0.76076, -6.92193, -3.94378], [-1.15517, -7.90932, -1.23221], [-2.49876, -5.95473, -2.01421], [1.73579, -5.82114, -4.27574], [-0.36674, -4.27023, -5.02532], [0.38558, -3.10947, -3.97040], [-1.15763, -3.93765, -3.59079], [1.97286, -5.28974, -1.48589], [1.93345, -3.70306, -2.28309], [-0.40652, -3.57220, -1.34714], [0.81640, -3.83903, -0.07083], [-1.32314, -5.23798, 0.07719], [-0.02071, -6.29683, 0.14925], [-0.17414, -8.37464, -1.13656], [-1.57885, -7.95784, -0.22910], [-1.82466, -8.45251, -1.89916], [-2.45773, -4.96086, -2.45988], [-3.03468, -6.60796, -2.70284], [-2.96743, -5.61023, -1.09239], [2.40531, -6.58012, -3.87101], [2.50052, -5.08176, -4.51367], [1.53117, -6.29442, -5.23607], [-0.40240, -7.81126, -3.89600], [2.71113, 3.14210, 2.00817], [3.14516, 3.08170, 3.46537], [3.86888, 4.43760, 3.86836], [2.90897, 5.61267, 4.19781], [1.80070, 5.22612, 5.10900], [1.00776, 3.99748, 4.71339], [1.97380, 2.81314, 4.38797], [1.28027, 1.68973, 4.20589], [0.20480, 3.58640, 5.99743], [-0.16058, 4.37650, 3.73340], [4.13002, 1.88580, 3.57763], [2.17078, 4.08017, 1.88110], [2.10869, 2.27773, 1.72883], [3.49341, 3.30051, 1.26586], [4.64101, 4.27357, 4.62002], [4.49056, 4.80220, 3.05063], [2.51459, 5.79107, 3.19746], [3.36041, 6.50021, 4.64117], [1.19499, 6.13232, 5.11484], [2.22890, 5.31598, 6.10733], [0.92834, 3.31714, 6.76691], [-0.49519, 4.31493, 6.40656], [-0.42380, 2.71335, 5.82208], [-0.62403, 5.30675, 4.06197], [0.27095, 4.76120, 2.80934], [-0.92120, 3.59799, 3.67442], [3.58577, 0.94162, 3.59804], [4.69306, 1.94503, 4.50907], [4.70729, 1.76836, 2.66054], [1.09848, 1.88956, 3.28468], [4.32503, 1.10957, -2.66824], [2.73661, 1.18789, -2.60072], [2.53433, 2.72618, -3.06008], [1.08061, 3.12177, -3.41417], [0.60475, 2.08289, -4.52719], [0.66477, 0.54214, -4.19140], [2.07782, 0.36846, -3.66574], [2.38119, -0.95307, -3.38796], [-0.46025, 0.15697, -3.19140], [0.48222, -0.24910, -5.50490], [2.28920, 0.89157, -1.12178], [4.70618, 1.59051, -1.76740], [4.79133, 1.51637, -3.56555], [4.77362, 0.11893, -2.59420], [2.82848, 3.44528, -2.29556], [3.18576, 2.93354, -3.90903], [1.15492, 4.10505, -3.87866], [0.52641, 3.20198, -2.47900], [1.03734, 2.30135, -5.50351], [-0.44762, 2.35069, -4.62148], [-1.42739, 0.45370, -3.59719], [-0.42362, -0.92795, -3.09293], [-0.51091, 0.73611, -2.26937], [-0.51795, -0.15027, -5.92678], [1.30281, -0.01221, -6.18213], [0.57653, -1.32978, -5.39850], [1.26634, 0.93479, -0.74762], [2.59609, 1.67441, -0.42817], [2.76461, -0.05109, -0.85069], [2.87852, -1.26356, -4.14813]], "mulliken_charge": [1.102, 1.019, -0.723, 0.559, -0.466, -0.563, -0.611, 0.843, -0.498, -0.617, -0.644, 0.755, -0.503, -0.628, -0.768, -0.697, 2.176, -1.236, -0.757, -0.766, 1.530, 0.457, 0.270, -1.651, -1.839, -1.996, -0.771, -0.270, 0.679, 0.467, 0.075, 0.470, 0.384, -0.303, 0.525, 0.252, 0.413, 0.380, 0.527, 0.123, 0.370, 0.320, 0.320, 0.434, 0.148, -1.400, 1.817, -1.502, 0.503, -1.645, 1.816, 0.217, -0.553, -2.114, -1.626, -1.922, 0.530, 0.051, 0.162, 0.394, 0.288, -0.278, 0.498, 0.410, 0.252, 0.473, 0.419, 0.437, 0.346, 0.264, 0.514, 0.473, 0.352, 0.352, 0.373, -1.280, 1.962, -1.235, -0.663, -1.316, 2.207, -0.133, -0.037, -2.060, -1.858, -1.721, 0.250, -0.086, 0.624, 0.376, 0.350, 0.299, 0.391, 0.327, 0.441, 0.484, 0.333, 0.296, 0.523, 0.452, 0.252, 0.207, 0.431, 0.323, -0.147, -1.973, 1.670, -1.496, 0.102, -1.456, 2.112, -0.007, -0.249, -0.715, -1.902, -0.773, 0.350, 0.460, 0.392, 0.444, 0.478, 0.560, -0.300, 0.387, 0.365, 0.586, -0.455, -0.040, 0.341, 0.505, 0.272, -0.768, 0.119, 0.503, 0.301], "molar_mass_g_mol": 897.98, "orbital_gap_ev": 6.34, "multiplicity": 1, "lumo_ev": 3.66, "charge": -2, "fmax_ev_per_a": 6.3}

Please write out number 2 again, unchanged.
{"formula": "CH6N2P", "method": "ωB97M-V/def2-TZVPD", "species": ["C", "N", "N", "P", "H", "H", "H", "H", "H", "H"], "xyz": [[-0.39870, 0.35020, -0.13248], [-1.52413, -0.16475, 0.31549], [0.92961, 0.35086, 1.21210], [0.59988, 0.80651, -1.51936], [-1.70048, -0.40693, 1.22713], [-2.17881, -0.43571, -0.36517], [1.46315, 1.13234, 1.18435], [0.49144, 0.35259, 2.08672], [1.47393, -0.35126, -1.59846], [-0.18022, 0.41397, -2.61724]], "lowdin_spin": [0.555, 0.250, 0.883, 0.155, 0.007, 0.012, 0.036, 0.031, 0.052, 0.018], "molar_mass_g_mol": 77.05, "s_squared": 2.0075, "orbital_gap_ev": [7.41, 5.89], "multiplicity": 3, "lumo_ev": [-4.50, -8.71], "charge": 1, "fmax_ev_per_a": 4.9}